Record 1
A structure of composition C21H60O9 at a distorted geometry, computed with the ωB97M-V functional and the def2-TZVPD basis.

Last column: Löwdin charge in e.
Element x y z (Å)
O 2.73371 -12.08684 -6.50158  -0.026
O 0.12199 -13.95748 -11.53965  0.031
O 1.12380 -17.96068 -8.79903  -0.044
O -0.75782 -10.76995 -10.42036  -0.041
O -3.61275 -13.07297 -7.52201  -0.153
O -2.48776 -14.62155 -8.47054  -0.124
O -3.39846 -16.54560 -9.42494  -0.192
O -7.04094 -16.13845 -7.59018  -0.050
O -0.72799 -14.52814 -13.20585  -0.046
C -5.56363 -14.17771 -7.51619  -0.071
C -0.37081 -10.22915 -9.14775  -0.448
C -0.90230 -16.81520 -8.86314  -0.039
C 2.32868 -14.57306 -12.20006  0.012
C -1.46924 -13.94378 -9.10127  -0.155
C 1.46241 -11.83174 -5.98606  -0.488
C -4.20985 -12.15629 -8.42753  -0.081
C 0.12256 -17.60111 -9.72141  -0.415
C -7.46141 -14.53723 -5.87003  -0.051
C 1.19565 -12.66653 -4.74128  -0.065
C -1.58178 -10.42834 -8.19233  -0.069
C 0.01929 -8.77296 -9.34318  -0.047
C 1.20874 -14.76241 -11.14042  -0.403
C -6.35928 -15.18934 -6.72921  -0.447
C -3.58912 -17.04247 -8.08550  -0.115
C 1.46275 -14.34117 -9.71419  -0.021
C 0.43291 -12.23424 -7.01633  -0.072
C -0.40597 -16.79557 -12.89822  -0.056
C -0.39448 -18.82942 -10.49630  -0.017
C -1.44035 -15.74152 -13.01422  -0.463
C -2.37266 -15.68558 -11.82834  -0.026
H -3.04769 -13.93894 -8.09356  -0.131
H 1.46146 -10.78655 -5.67675  0.138
H -5.29338 -12.08042 -8.33642  0.088
H -0.74932 -13.65634 -8.33498  0.055
H 0.25002 -16.45724 -12.09615  0.036
H 2.29993 -14.93728 -9.35103  0.102
H -1.82944 -15.41242 -10.92368  0.035
H -8.05168 -15.34912 -5.44515  0.082
H -4.03774 -12.48679 -9.45185  0.127
H -1.48717 -10.23820 -10.74728  0.090
H -3.09773 -14.89895 -12.03710  0.100
H -8.10753 -13.91936 -6.49362  0.077
H -1.24241 -10.17201 -7.18872  0.084
H 0.12337 -8.18240 -8.43295  0.080
H -0.45321 -15.90358 -8.46896  0.067
H 0.43275 -19.42877 -10.87650  0.089
H 1.92492 -12.43634 -3.96457  0.071
H -2.02847 -16.00589 -13.89304  0.132
H -0.74307 -8.26649 -9.93511  0.081
H -0.48754 -11.71135 -6.75663  0.065
H -3.71589 -12.70228 -6.64249  0.156
H -5.74363 -15.78014 -6.05096  0.127
H -0.81973 -17.77291 -12.64981  0.062
H 0.55991 -16.88487 -10.41698  0.073
H 0.17986 -16.84046 -13.81631  0.102
H 0.68227 -14.69735 -9.04182  0.036
H 0.33351 -13.31967 -7.00921  0.089
H 1.13397 -17.31452 -8.08912  0.077
H -2.63525 -17.21807 -7.58812  0.047
H -0.97474 -18.46342 -11.34333  0.033
H 3.23826 -15.09917 -11.91027  0.087
H 3.39850 -11.87227 -5.84309  0.093
H -1.62340 -16.36161 -9.54311  0.030
H -2.84946 -15.76250 -9.34161  -0.040
H -2.42608 -9.82782 -8.53089  0.086
H -2.89087 -16.62039 -11.61460  0.091
H -3.77089 -11.16225 -8.34211  0.065
H -7.01024 -13.81252 -5.19228  0.073
H -5.26980 -13.31294 -6.92126  0.077
H -1.41428 -17.36057 -8.07033  0.071
H -4.16666 -17.96639 -8.05492  0.099
H -6.62077 -16.08977 -8.45197  0.079
H -1.86985 -11.47752 -8.12641  0.032
H -1.87336 -13.03352 -9.54424  0.098
H -4.62294 -14.56183 -7.91069  0.074
H -0.93848 -14.54988 -9.83546  0.043
H -4.11700 -16.30950 -7.47542  0.050
H 2.66121 -13.53718 -12.26704  0.084
H 1.66084 -13.27786 -9.57916  0.097
H 0.48595 -10.71638 -8.68228  0.093
H 0.29910 -12.49387 -4.14591  0.081
H 1.93814 -14.83295 -13.18395  0.086
H 0.71263 -11.87818 -8.00784  0.048
H -0.19956 -14.43902 -12.40935  -0.261
H -1.07545 -19.48940 -9.95890  0.085
H 0.44644 -13.06393 -11.40589  0.148
H 1.30766 -13.74416 -4.86072  0.086
H 0.88355 -15.80277 -11.14050  0.068
H -6.16994 -13.68535 -8.27650  0.104
H 1.01531 -8.66152 -9.77168  0.084

The HOMO energy comes out at -8.28 eV. The electronic energy is -1512.76651 a.u. The gap between HOMO and LUMO comes out at 0.3002 Eh.


Record 2
A structure of composition C21H61O10Zr at a distorted geometry, computed with the ωB97M-V functional and the def2-TZVPD basis.

Last column: Löwdin charge in e.
Element x y z (Å)
Zr 3.46991 -1.46217 -5.75930  1.784
O 6.88976 -2.45763 5.54091  -0.016
O 4.33108 2.36548 -5.68528  -0.125
O -1.78437 7.28936 2.39806  -0.047
O 3.14125 -7.70121 -3.13117  -0.073
O -4.36381 -5.30304 5.24686  0.008
O 6.18807 4.10822 -2.09647  -0.094
O -0.53100 3.70798 5.48893  0.008
O -7.94893 2.59099 -0.63541  -0.002
O 1.48429 -0.88436 -2.01865  0.008
O -6.39260 -4.70990 -3.15663  -0.044
C 3.99234 3.42124 -6.62690  -0.295
C -4.43506 -3.91198 5.12313  -0.314
C 0.44147 1.51333 5.22839  -0.061
C 6.94643 -3.28750 4.41010  -0.298
C 5.87344 4.08299 -0.72739  -0.326
C 5.66548 -3.11797 3.58456  -0.086
C -4.56681 -3.48629 3.68351  -0.079
C 0.86846 -0.52534 -0.82212  -0.461
C -7.01566 1.64041 -0.98447  -0.346
C -6.30472 1.93914 -2.30019  -0.085
C -0.28183 2.69439 4.56220  -0.314
C 2.92712 4.32270 -6.02663  -0.087
C -3.26007 6.35707 0.84429  -0.084
C -2.60784 7.66865 1.32167  -0.293
C 2.78764 -7.94955 -0.75757  -0.086
C 0.45856 -1.69101 0.16322  -0.003
C -5.40590 -4.02900 -3.92632  -0.318
C -0.31383 0.44067 -0.99624  -0.026
C 4.60569 4.88203 -0.47617  -0.094
C 3.68422 -7.46427 -1.88909  -0.370
C -4.37418 -3.54928 -2.95444  -0.097
H -5.89489 -3.24379 -4.50291  0.117
H 4.71145 -7.82788 -1.91513  0.115
H -3.37987 8.31661 1.73666  0.126
H -0.71851 0.71388 -0.02172  0.094
H 5.70620 -3.59966 2.60761  0.065
H 4.64984 5.87326 -0.92740  0.077
H -0.04030 1.30590 -1.60012  0.092
H 6.68396 4.46364 -0.10591  0.116
H -3.52921 -3.51789 5.58379  0.119
H 4.84337 4.07680 -6.81149  0.119
H 1.78173 -7.53073 -0.78632  0.073
H 3.66777 3.08416 -7.61135  0.111
H -0.20090 1.11328 6.01289  0.084
H 0.64560 0.61490 4.64592  0.067
H -6.98481 1.86969 -3.14917  0.076
H 3.15594 -7.79405 0.25647  0.074
H 7.74174 -2.56497 5.97011  0.102
H -8.58936 2.54594 -1.34913  0.102
H -5.56803 -3.66950 3.29351  0.080
H 3.68766 4.43395 -0.85635  0.061
H -3.91500 6.58554 0.00347  0.073
H -5.46957 1.28646 -2.55444  0.063
H 4.80961 2.87344 -5.02605  0.077
H 3.79077 -6.40053 -1.67647  0.094
H 5.73449 3.02673 -0.49687  0.107
H -2.07424 8.12999 0.49068  0.119
H -4.28933 -2.44526 3.51808  0.076
H -3.92729 5.94223 1.59981  0.076
H 4.77046 -3.57354 4.00823  0.074
H -2.51699 5.62952 0.51782  0.067
H -1.15663 7.99679 2.56261  0.095
H 1.21705 -2.38437 0.52660  0.089
H -0.11088 -1.34479 1.02576  0.091
H -5.25415 -3.53205 5.73375  0.130
H -4.82555 -2.80783 -2.29517  0.077
H -3.52847 -3.14074 -3.50760  0.064
H -1.18633 2.31677 4.08538  0.119
H -0.20410 -2.34084 -0.40837  0.093
H 2.57770 5.06566 -6.74358  0.090
H -7.22859 -4.69331 -3.62827  0.094
H 2.69031 -9.03225 -0.83736  0.075
H 7.80403 -2.92041 3.84630  0.122
H -4.99701 -4.70246 -4.67956  0.115
H 0.31165 3.23980 3.82842  0.118
H 1.54481 0.08628 -0.22498  0.202
H 3.32399 4.86666 -5.16949  0.077
H -1.13064 -0.03872 -1.53579  0.097
H 7.07312 -4.34133 4.65812  0.125
H -3.94915 -4.37450 -2.38308  0.080
H 2.10246 3.72984 -5.63099  0.070
H -6.22219 1.67121 -0.23778  0.111
H 1.37922 1.92554 5.60093  0.084
H 4.40440 4.96417 0.59193  0.074
H -5.80616 2.90770 -2.26215  0.076
H -7.41961 0.62802 -0.98512  0.119
H 5.48523 -2.06769 3.35538  0.070
H -3.92316 -4.11517 3.06844  0.077
H 3.13266 -8.64333 -3.31539  0.097
H -5.21284 -5.61170 4.92209  0.104
H 6.38322 4.99960 -2.39475  0.085
H -0.72532 4.48118 4.95410  0.101

The HOMO energy comes out at -14.84 eV. As for the charge: +3. The electronic energy is -1634.43887 a.u. The gap between HOMO and LUMO comes out at 0.0491 Eh.


Computed ΔE to the lowest compared entry with this formula, charge and spin, in the same sequence as the records: 301.8; 272.6 kcal per mole.